Density functional theory data (ωB97M-V with the def2-TZVPD basis set) for 6 unconnected molecules or ions with the total composition C5H23N2O6 in a non-equilibrium geometry.

Results
Strongest force on any atom, eV/Å: 4.8
Total charge: +1
HOMO-LUMO gap, hartree: 0.364
Energy, eV: -20815.84405
E_HOMO, eV: -12.49

Geometry (Å):
O  -0.841  -0.253  -4.068
C  -0.062  0.042  -3.203
C  0.213  -0.992  -1.974
C  1.594  -0.628  -1.335
C  1.950  -1.839  -0.398
C  1.088  -1.077  1.828
N  0.946  -2.000  0.642
N  -0.899  -0.752  -0.942
H  0.609  0.873  -3.089
H  0.316  -2.078  -2.383
H  1.581  0.234  -0.738
H  2.377  -0.500  -2.098
H  2.955  -1.499  -0.017
H  1.984  -2.716  -1.015
H  0.087  -0.986  2.111
H  1.551  -0.182  1.565
H  1.494  -1.627  2.617
H  0.961  -3.042  1.068
H  -0.722  -1.384  -0.204
H  -0.885  0.212  -0.555
H  -1.761  -0.892  -1.386
H  -2.463  3.301  0.274
H  -1.017  2.889  0.677
O  -2.000  2.613  0.767
H  -4.139  -1.149  -0.192
H  -3.273  -2.520  -0.127
O  -3.399  -1.674  -0.629
H  1.898  3.231  2.690
H  2.754  2.049  2.218
O  2.064  2.576  2.019
H  -2.626  1.075  1.566
H  -2.489  0.146  2.800
O  -2.277  0.194  1.814
H  1.096  2.461  0.573
H  0.774  3.435  -0.618
O  0.561  2.459  -0.254